11
Properties=species:S:1:pos:R:3 method="wB97M-V/def2-TZVPD" homo_lumo_gap_ev=10.121 e_lumo_ev=0.7 spin_multiplicity=1 max_force_ha_per_bohr=0.0571
N 1.625 -1.170 0.045
C 0.344 -0.676 -0.037
N -0.799 -1.298 0.045
N -1.764 -0.344 -0.006
N -1.257 0.825 -0.024
N 0.070 0.663 -0.040
N 0.995 1.678 0.023
H 2.420 -0.717 -0.539
H 1.668 -2.235 0.088
H 0.729 2.499 -0.595
H 1.028 2.039 0.965